DFT (ωB97M-V/def2-TZVPD) results for one molecule with the formula C5H6O at a distorted geometry.

As for the SMILES: CC#CC(C)=O. For the relative energy (zero: lowest compared OMol25 entry of this formula, charge and spin), the calculation gives 51.63 kcal/mol. The largest force on an atom comes out at 2.7 eV/Å. The calculation puts the LUMO energy at 0.5 eV. The total energy comes out at -269.26396 hartree.

The geometry in XYZ format:
```
12
Properties=species:S:1:pos:R:3:forces:R:3
C -2.685 0.181 -0.487 -0.11 0.03 0.00
C -1.275 -0.068 -0.225 0.45 0.02 0.06
C -0.102 -0.263 -0.025 -0.60 0.23 -0.21
C 1.274 -0.598 0.214 0.02 -0.87 -0.35
O 1.653 -1.760 0.145 -1.12 -0.23 -0.54
C 2.352 0.331 0.650 0.41 -0.63 -0.08
H -3.030 1.054 0.072 0.01 -0.11 -0.08
H -2.832 0.375 -1.554 0.00 -0.02 0.14
H -3.294 -0.684 -0.208 0.10 0.12 -0.04
H 2.989 0.631 -0.184 -0.34 0.16 -0.29
H 2.062 1.236 1.218 0.35 -0.94 0.16
H 2.866 -0.613 1.008 0.83 2.24 1.23
```
Forces are in eV/Å.

Löwdin population analysis, charges in e, atoms 1 to 8: number 1, C, carries -0.092; number 2, C, carries -0.051; number 3, C, carries 0.063; number 4, C, carries -0.491; number 5, O, carries 0.052; number 6, C, carries -0.019; number 7, H, carries 0.082; number 8, H, carries 0.086